Molecular formula: C33H37ClO2Si2Sn
Method: DFT, wB97M-V/def2-TZVPD

The value obtained for the strongest force on any atom is 0.03374 hartree/bohr. The total charge is +2. The value obtained for the frontier orbital gap is 0.19814 hartree.

Each line ends with the Löwdin charge.
Atoms and positions in Å:
Sn (0.074, 2.970, 1.638)  1.47
Cl (-0.726, -1.232, -3.916)  0.32
Si (-0.030, 0.969, 0.036)  0.72
Si (-0.286, -3.214, -4.160)  0.29
O (-2.242, 3.427, 1.558)  -0.36
O (-0.213, 4.790, 0.159)  -0.36
C (-2.114, -4.942, -0.864)  -0.10
C (-2.550, -1.100, 2.733)  -0.04
C (-1.614, -0.132, 2.323)  -0.09
C (-1.386, -4.238, -3.074)  -0.34
C (-1.981, -0.781, -0.002)  -0.10
C (1.144, 2.360, 3.669)  -0.21
C (0.770, 5.859, 0.185)  -0.04
C (-2.361, -5.075, -3.645)  -0.09
C (4.196, -3.994, -3.082)  -0.08
C (1.695, 0.499, 0.456)  -0.39
C (2.796, 1.255, 0.000)  -0.12
C (1.486, -3.512, -3.700)  -0.33
C (3.189, -1.170, 1.375)  -0.03
C (-1.293, -0.012, 0.955)  -0.35
C (-1.269, -4.179, -1.683)  -0.13
C (-3.194, -1.888, 1.770)  -0.04
C (0.024, 3.117, 4.204)  -0.15
C (0.249, 4.507, 3.922)  -0.12
C (-2.965, 4.035, 2.662)  -0.03
C (1.894, -0.658, 1.221)  -0.08
C (-3.202, -5.841, -2.831)  -0.07
C (1.890, -4.749, -3.173)  -0.09
C (4.087, 0.737, 0.144)  -0.05
C (2.459, -2.526, -3.924)  -0.12
C (2.037, 3.318, 3.004)  -0.19
C (1.467, 4.634, 3.186)  -0.13
C (3.236, -4.989, -2.861)  -0.07
C (3.803, -2.761, -3.613)  -0.09
C (-3.082, -5.775, -1.440)  -0.07
C (-1.584, 5.199, -0.030)  -0.13
C (-2.513, 3.993, 0.243)  -0.13
C (-2.928, -1.728, 0.406)  -0.04
C (4.273, -0.475, 0.820)  -0.04
H (-2.762, -1.244, 3.798)  0.12
H (-2.446, -5.123, -4.730)  0.10
H (1.952, 5.583, 2.920)  0.13
H (4.549, -1.984, -3.795)  0.10
H (-3.422, -2.344, -0.351)  0.12
H (1.765, 5.402, 0.300)  0.10
H (4.942, 1.270, -0.288)  0.12
H (-1.832, 5.999, 0.683)  0.14
H (3.005, 3.083, 2.549)  0.13
H (-0.501, -3.577, -5.572)  0.00
H (3.333, -2.114, 1.905)  0.12
H (-1.133, 0.501, 3.071)  0.08
H (1.037, -1.180, 1.646)  0.11
H (-0.342, 1.606, -1.262)  0.03
H (-0.779, 2.715, 4.835)  0.13
H (5.245, -4.184, -2.849)  0.11
H (-0.355, 5.341, 4.308)  0.13
H (-2.343, 3.189, -0.489)  0.12
H (-3.959, -6.493, -3.280)  0.11
H (-3.920, -2.646, 2.082)  0.12
H (0.773, 6.443, -0.753)  0.12
H (2.623, 2.203, -0.509)  0.10
H (-2.572, 5.050, 2.837)  0.10
H (-3.575, 4.272, 0.183)  0.15
H (0.590, 6.539, 1.040)  0.11
H (-1.719, 5.581, -1.052)  0.16
H (5.281, -0.885, 0.924)  0.12
H (-2.017, -4.875, 0.220)  0.10
H (1.335, 1.291, 3.803)  0.13
H (-1.743, -0.651, -1.058)  0.07
H (-0.523, -3.532, -1.220)  0.10
H (-2.795, 3.415, 3.552)  0.10
H (-3.740, -6.365, -0.798)  0.11
H (-4.047, 4.067, 2.460)  0.12
H (1.153, -5.535, -2.995)  0.11
H (3.534, -5.954, -2.447)  0.11
H (2.169, -1.562, -4.341)  0.08